Arrangement A

A cluster of 2 separate species, C4H11N3O in total. Source: OMol25; level of theory: ωB97M-V/def2-TZVPD.

Geometry as XYZ:
```
19
Properties=species:S:1:pos:R:3:mulliken_charge:R:1
C -0.11 -1.03 -1.21 -0.224
C -1.33 1.49 -0.29 -1.043
C 1.23 -1.68 -1.24 -0.974
N -0.13 0.74 0.09 0.081
C -0.33 -0.21 1.24 0.499
N -0.30 0.47 2.46 -0.478
O 0.91 1.74 0.28 -0.507
N -0.51 -1.39 0.94 -0.818
H 1.72 1.22 0.20 0.342
H 0.28 1.30 2.48 0.247
H -0.14 -0.15 3.24 0.294
H -0.22 -0.26 -1.96 0.279
H -0.97 -1.69 -1.24 0.390
H -2.16 0.80 -0.36 0.358
H -1.15 1.95 -1.27 0.342
H -1.55 2.25 0.45 0.339
H 1.28 -2.53 -0.56 0.321
H 1.43 -2.03 -2.27 0.342
H 2.03 -0.98 -0.99 0.211
```

Summary:
Multiplicity ... 1
Highest occupied orbital energy (spin up / spin down) ... -7.85 / -7.85 eV
Kohn-Sham gap (spin up / spin down) ... 8.5 / 8.5 eV
Net charge ... 0

=====

Arrangement B

An isolated molecule of C4H11N3O. Source: OMol25; level of theory: ωB97M-V/def2-TZVPD.

Geometry as XYZ:
```
19
Properties=species:S:1:pos:R:3:mulliken_charge:R:1
C -0.81 1.88 -0.21 -1.526
C 0.22 0.95 0.37 0.641
N 0.93 1.46 1.50 -0.572
O 1.00 0.32 -0.83 -0.572
C 0.29 -0.55 0.00 0.829
C 1.19 -1.52 0.75 -1.413
N -0.96 -1.19 -0.51 -0.198
N -0.82 -1.68 -1.84 -0.630
H -1.65 2.00 0.48 0.357
H -0.37 2.86 -0.39 0.385
H -1.19 1.53 -1.17 0.372
H 0.35 2.02 2.13 0.246
H 1.39 0.74 2.05 0.227
H 1.58 -2.25 0.04 0.278
H 2.05 -1.03 1.21 0.479
H 0.63 -2.04 1.54 0.299
H -1.79 -0.60 -0.38 0.330
H -1.73 -1.83 -2.28 0.243
H -0.30 -1.06 -2.46 0.224
```

Summary:
Multiplicity ... 1
Highest occupied orbital energy ... -8.11 eV
Kohn-Sham gap ... 9.0 eV
Net charge ... 0

=====

The most stable arrangement is arrangement B, and the next structure is 70.3 kcal/mol less stable.

=====

Arrangement A

A cluster of 3 separate species, C4H11N3O in total. Source: OMol25; level of theory: ωB97M-V/def2-TZVPD.

Geometry as XYZ:
```
19
Properties=species:S:1:pos:R:3:mulliken_charge:R:1
O -0.45 2.59 0.28 -0.655
C 0.08 1.51 0.35 0.608
C 1.53 1.02 0.27 -0.628
C 1.10 -0.07 1.26 -0.383
N -0.28 0.37 1.10 -0.154
H 1.82 0.66 -0.71 0.238
H 2.26 1.74 0.63 0.291
H 1.27 -1.10 0.94 0.156
H 1.50 0.07 2.27 0.313
H -0.98 0.36 1.82 0.242
C -1.31 -1.80 0.09 -0.368
N -0.57 -2.00 -0.91 -0.565
H -1.25 -2.31 1.05 0.325
H -2.17 -1.14 -0.05 0.295
H 0.20 -2.66 -0.76 0.220
N -0.58 0.77 -1.69 -0.680
H -1.52 1.13 -1.75 0.221
H -0.05 1.11 -2.49 0.228
H -0.60 -0.26 -1.69 0.297
```

Summary:
Multiplicity ... 1
Highest occupied orbital energy ... -9.00 eV
Kohn-Sham gap ... 9.9 eV
Net charge ... 0

=====

Arrangement B

A structure of composition C4H11N3O. Source: OMol25; level of theory: ωB97M-V/def2-TZVPD.

Geometry as XYZ:
```
19
Properties=species:S:1:pos:R:3:mulliken_charge:R:1
C -0.47 -1.61 1.34 -0.924
C 0.43 -0.48 1.44 -0.435
C 0.18 1.97 1.05 -1.204
C 0.53 0.27 -0.77 0.338
H -0.71 -2.42 0.41 0.229
H -1.44 -0.90 1.47 0.202
H -0.34 -2.19 2.18 0.418
H 0.58 -0.09 2.55 0.354
H 1.42 -0.80 1.08 0.328
H 1.34 1.94 1.36 0.381
H -0.19 2.11 2.11 0.312
H 0.12 2.86 0.41 0.340
H 1.86 1.56 -0.73 0.291
H -0.09 -0.20 -2.60 0.328
H -1.97 0.34 -1.19 0.358
N -0.08 0.65 0.50 0.159
N 1.55 0.71 -1.38 -0.731
N -0.24 -0.75 -1.53 -0.378
O -1.65 -0.92 -1.08 -0.366
```

Summary:
Multiplicity ... 1
Highest occupied orbital energy ... -9.24 eV
Kohn-Sham gap ... 9.6 eV
Net charge ... 0

=====

The most stable arrangement is arrangement A, and the next structure is 122.1 kcal/mol less stable.

=====

Arrangement A

An isolated molecule of C4H11N3O. Source: OMol25; level of theory: ωB97M-V/def2-TZVPD.

Geometry as XYZ:
```
19
Properties=species:S:1:pos:R:3:mulliken_charge:R:1
C 0.19 -0.22 -1.86 -1.211
C -0.44 0.86 -0.90 0.205
N -0.60 2.13 -1.58 -0.727
C 0.55 0.91 0.28 0.431
O 1.39 1.80 0.23 -0.662
N 0.60 0.04 1.38 -0.126
C -0.43 -0.87 1.66 -0.502
N -0.14 -2.30 1.51 -0.541
H 0.09 -1.19 -1.33 0.246
H -0.35 -0.33 -2.77 0.415
H 1.22 -0.01 -2.08 0.309
H -1.40 0.37 -0.64 0.295
H 0.34 2.44 -1.84 0.291
H -0.93 2.90 -1.01 0.267
H 1.45 0.19 1.89 0.220
H -0.83 -0.80 2.72 0.379
H -1.40 -0.71 1.17 0.257
H 0.18 -2.77 2.41 0.234
H 0.49 -2.43 0.74 0.221
```

Summary:
Multiplicity ... 1
Highest occupied orbital energy ... -9.40 eV
Kohn-Sham gap ... 10.3 eV
Net charge ... 0

=====

Arrangement B

An isolated molecule of C4H11N3O. Source: OMol25; level of theory: ωB97M-V/def2-TZVPD.

Geometry as XYZ:
```
19
Properties=species:S:1:pos:R:3:mulliken_charge:R:1
N -0.34 -2.36 1.45 -0.462
C -0.37 -1.09 2.12 -0.762
C -0.30 -0.04 0.89 -0.655
N 1.00 -0.10 0.11 -0.122
C 1.17 0.69 -1.00 0.367
O 2.05 0.47 -1.84 -0.650
C 0.11 1.75 -1.34 -0.252
N -0.38 1.16 -2.66 -0.602
H -1.27 -2.82 1.25 0.219
H 0.25 -2.96 1.96 0.204
H -1.27 -0.82 2.85 0.274
H 0.37 -0.73 2.82 0.441
H -0.18 0.89 1.36 0.452
H -1.18 -0.27 0.33 0.270
H 1.53 -1.00 0.35 0.305
H -0.78 1.65 -0.66 0.310
H 0.49 2.75 -1.72 0.291
H 0.25 1.22 -3.38 0.206
H -1.16 1.63 -2.89 0.163
```

Summary:
Multiplicity ... 1
Highest occupied orbital energy ... -9.01 eV
Kohn-Sham gap ... 9.8 eV
Net charge ... 0

=====

Arrangement C

A structure of composition C4H11N3O. Source: OMol25; level of theory: ωB97M-V/def2-TZVPD.

Geometry as XYZ:
```
19
Properties=species:S:1:pos:R:3:mulliken_charge:R:1
C 0.02 -0.78 -0.32 -0.451
C -2.62 -0.36 -0.86 -0.239
C 2.03 1.38 1.22 -1.250
N -0.12 0.51 0.13 -0.239
C 1.46 0.91 -0.08 0.743
N -0.08 -1.77 0.66 -0.497
O -2.46 0.32 0.23 -0.576
N 1.97 1.19 -1.19 -0.648
H -0.42 0.60 1.09 0.324
H 0.62 -1.06 -1.19 0.516
H -0.97 -1.69 1.14 0.303
H 0.10 -2.71 0.34 0.233
H 1.54 0.74 -2.00 0.240
H -1.34 -0.91 -1.17 0.057
H -3.39 -1.15 -0.81 0.234
H -2.79 0.23 -1.77 0.235
H 3.04 1.76 1.06 0.370
H 1.43 2.22 1.58 0.319
H 1.98 0.59 1.96 0.325
```

Summary:
Multiplicity ... 1
Highest occupied orbital energy (spin up / spin down) ... -8.20 / -8.20 eV
Kohn-Sham gap (spin up / spin down) ... 8.7 / 8.7 eV
Net charge ... 0

=====

Arrangement D

An isolated molecule of C4H11N3O. Source: OMol25; level of theory: ωB97M-V/def2-TZVPD.

Geometry as XYZ:
```
19
Properties=species:S:1:pos:R:3:mulliken_charge:R:1
N -0.01 3.16 -0.41 -0.705
C -0.05 1.68 -0.69 -0.575
C 0.93 0.85 0.27 -0.305
C 0.47 -0.45 0.81 -0.678
N 0.71 -1.64 -0.01 -0.065
C -0.27 -2.51 -0.53 0.458
N -1.56 -2.49 0.08 -0.391
O -0.06 -3.20 -1.51 -0.602
H -0.61 3.40 0.42 0.268
H 0.87 3.37 0.15 0.270
H 0.28 1.58 -1.63 0.326
H -1.13 1.46 -0.62 0.347
H 1.88 0.91 -0.30 0.268
H 0.93 1.39 1.24 0.296
H 0.73 -0.66 1.96 0.269
H -0.62 -0.36 0.94 0.187
H 1.67 -1.69 -0.24 0.194
H -1.99 -1.64 0.35 0.200
H -2.17 -3.20 -0.27 0.240
```

Summary:
Multiplicity ... 1
Highest occupied orbital energy ... -9.35 eV
Kohn-Sham gap ... 10.1 eV
Net charge ... 0

=====

The most stable arrangement is arrangement A, and the next structure is 13.4 kcal/mol less stable.